DFT (ωB97M-V/def2-TZVPD) results for a 2-piece molecular cluster, C3H11N2O2P overall at a distorted geometry.

Each line ends with the Löwdin charge.
CARTESIAN COORDINATES (ANGSTROEM)
C1 0.0328 0.5734 2.0991  -0.077
C2 -1.4461 1.6513 0.3739  -0.092
C3 -0.1885 1.5329 1.2982  -0.239
N1 0.9835 -1.8484 0.0236  -0.082
N2 1.1872 -0.7819 -0.9601  -0.325
O1 -0.0970 0.4635 -2.9508  -0.330
O2 1.0656 -1.5496 -3.6294  -0.354
P1 0.1217 -1.1252 -2.3540  0.677
H1 1.1002 -1.5476 1.0402  0.132
H2 0.8500 0.6358 2.8559  0.082
H3 -0.6342 -0.2178 2.0894  0.034
H4 -2.2950 2.2970 0.8528  0.108
H5 -1.9337 0.7287 0.2048  0.039
H6 -1.0607 2.0894 -0.5520  0.048
H7 0.3527 2.4663 1.3134  0.093
H8 0.0579 -2.2935 -0.0832  0.089
H9 1.7445 -2.5513 -0.1665  0.146
H10 -0.2373 1.0224 -2.1807  -0.018
H11 1.9129 -1.0294 -3.6705  0.067

Output
**2S+1**: 1
**E_LUMO**: 0.012 Ha
**Energy**: -19651.072 eV
**M**: 138.1 g/mol